Arrangement w

C5H9NO in the gas phase. Source: the OMol25 dataset; level of theory: ωB97M-V/def2-TZVPD.

Output
Highest occupied orbital energy   -0.3281 Ha
LUMO level   -0.383 eV

```
16
Properties=species:S:1:pos:R:3:lowdin_charge:R:1
N -1.5307 0.4533 2.3857 0.1662
C -0.8759 0.5160 1.2899 -0.6041
C 0.4234 1.0997 1.5262 0.1897
C 1.5708 -0.1464 -0.5141 -0.0995
C 0.3969 -0.1864 -1.4820 -0.2183
C -0.9285 -0.5592 -0.8340 -0.1916
O -1.4540 0.4253 0.0633 -0.0475
H -2.5359 0.5197 2.2087 0.0749
H 1.4477 0.7103 0.1957 0.0154
H 0.9565 0.5162 2.2908 0.0441
H 1.6791 -1.0825 0.0437 0.0914
H 2.5150 0.0641 -1.0258 0.0884
H 0.2866 0.7839 -1.9799 0.1203
H 0.5939 -0.9312 -2.2647 0.1151
H -0.8422 -1.5196 -0.3050 0.1310
H -1.7028 -0.6631 -1.5985 0.1245
```

***

Arrangement x

C5H9NO as an isolated structure. Source: the OMol25 dataset; level of theory: ωB97M-V/def2-TZVPD.

Output
Highest occupied orbital energy   -0.2900 Ha
LUMO level   0.978 eV

```
16
Properties=species:S:1:pos:R:3:lowdin_charge:R:1
N 2.4241 0.2566 -0.6578 0.0956
C 1.1928 0.3667 -0.2124 -0.4904
C 0.7912 -0.9090 0.3105 -0.1541
C -0.6967 -1.2333 0.2465 -0.2075
C -1.4829 -0.0283 -0.3061 -0.1751
C -0.8835 1.2827 0.1832 -0.1555
O 0.4482 1.4544 -0.3475 0.0142
H 3.0368 1.0689 -0.7178 0.0906
H 2.1706 -0.9680 -0.3549 0.1862
H 1.2439 -1.0728 1.2916 0.1016
H -1.0795 -1.4783 1.2453 0.1026
H -0.8965 -2.1098 -0.3810 0.1000
H -1.4640 -0.0187 -1.4029 0.1204
H -2.5364 -0.0770 -0.0071 0.1144
H -0.8304 1.3113 1.2783 0.1329
H -1.4377 2.1548 -0.1680 0.1242
```

***

Verdict on stability: arrangement x comes out on top.